# 1
Density functional theory data (wB97M-V/def2-TZVPD) for a molecular structure, C39H42N9OSTeW.

Structure (ORCA input):
```
! RIJCOSX wB97M-V def2-TZVPD def2/J DEFGRID3
* xyz 2 2
W -0.780 0.872 -1.309
S 3.334 2.302 -2.515
C 3.360 0.624 -2.860
C 2.150 0.034 -2.643
C 1.142 0.937 -2.172
C 1.680 2.213 -2.074
C 0.851 3.361 -1.722
C 1.265 4.685 -1.689
C 0.339 5.668 -1.387
C -0.979 5.321 -1.123
C -1.324 3.987 -1.170
N -0.435 3.032 -1.459
H 4.269 0.172 -3.228
H 1.970 -1.016 -2.827
H 2.293 4.943 -1.903
H 0.645 6.706 -1.361
H -1.722 6.067 -0.884
H -2.328 3.641 -0.955
N -2.424 1.156 -2.634
C -3.580 1.248 -2.770
N -4.845 1.386 -2.926
C -5.734 0.206 -3.051
C -6.611 0.099 -1.814
C -7.351 1.410 -1.552
C -6.377 2.581 -1.436
C -5.513 2.686 -2.681
H -5.108 -0.671 -3.206
H -6.334 0.356 -3.951
H -5.987 -0.154 -0.951
H -7.316 -0.722 -1.954
H -7.944 1.326 -0.642
H -8.057 1.599 -2.367
H -5.729 2.444 -0.565
H -6.915 3.520 -1.299
H -4.742 3.451 -2.603
H -6.115 2.901 -3.567
C 8.257 -2.186 2.651
C 6.864 -1.759 2.304
C 6.629 -0.572 1.616
C 5.348 -0.151 1.304
C 5.168 1.146 0.561
C 4.262 -0.974 1.680
Te 2.401 -0.340 1.021
N -0.337 0.911 0.493
C -1.568 1.188 1.031
O -2.547 1.192 0.238
C -1.730 1.473 2.464
C -0.621 1.498 3.309
C -0.784 1.759 4.658
C -2.055 1.997 5.165
C -3.163 1.979 4.326
C -3.004 1.717 2.978
C 1.700 -2.239 0.422
C 2.538 -2.861 -0.500
C 2.241 -4.133 -0.964
C 1.107 -4.777 -0.493
C 0.275 -4.146 0.421
C 0.548 -2.867 0.904
C -0.359 -2.255 1.932
C 4.470 -2.160 2.414
C 3.347 -3.019 2.921
C 5.771 -2.527 2.703
H 8.999 -1.616 2.096
H 8.404 -3.246 2.444
H 8.443 -2.035 3.716
H 7.470 0.044 1.320
H 6.101 1.707 0.556
H 4.412 1.790 1.018
H 4.875 0.984 -0.479
H 0.364 1.331 2.893
H 0.075 1.784 5.315
H -2.184 2.203 6.219
H -4.149 2.169 4.729
H -3.855 1.694 2.311
H 3.440 -2.370 -0.847
H 2.910 -4.623 -1.660
H 0.881 -5.787 -0.813
H -0.596 -4.668 0.801
H -1.178 -2.931 2.172
H -0.775 -1.312 1.581
H 0.168 -2.044 2.864
H 2.443 -2.441 3.110
H 3.631 -3.489 3.861
H 3.101 -3.814 2.213
H 5.942 -3.431 3.277
N -0.890 -4.081 -3.517
N -1.219 -3.087 -2.624
N -2.359 -3.105 -1.964
C -2.323 -1.938 -1.355
N -1.194 -1.268 -1.641
N -0.494 -2.035 -2.469
H -1.282 -4.949 -3.169
H 0.121 -4.136 -3.571
H -3.088 -1.563 -0.695
*
```

The HOMO energy (spin up / spin down) is -11.991 / -11.826 eV. Its total energy is -76522.004 eV. For the orbital gap (spin up / spin down), the calculation gives 0.24397 / 0.15602 Ha. Its expectation value of S² is 1.09.


# 2
Density functional theory data (wB97M-V/def2-TZVPD) for a molecular structure, C45H51BGe2MgN6O4 at a distorted geometry.

Structure (ORCA input):
```
! RIJCOSX wB97M-V def2-TZVPD def2/J DEFGRID3
* xyz 0 1
Mg -0.540 0.003 -0.060
N -0.323 -0.196 2.136
C -1.494 -0.771 2.789
C -1.470 -1.320 4.071
C -2.715 -1.807 4.559
C -3.927 -1.630 3.818
C -3.902 -1.098 2.498
C -5.105 -1.045 1.696
C -4.875 -0.827 0.340
C -3.626 -0.431 -0.102
N -2.511 -0.434 0.667
C -2.680 -0.661 1.979
H 0.468 -0.842 2.270
H -0.129 0.689 2.596
H -0.606 -1.452 4.678
H -2.742 -2.318 5.545
H -4.874 -2.157 4.139
H -6.106 -1.253 2.176
H -5.603 -1.010 -0.401
H -3.478 -0.124 -1.140
C -2.467 -5.326 -1.331
C -1.851 -4.438 -0.312
Ge -0.301 -3.301 -1.050
C 1.418 -4.194 -0.573
C 1.737 -5.583 -1.039
C -0.349 -3.803 -2.993
C 0.179 -2.847 -3.834
Ge -0.049 -1.056 -2.919
C 1.593 -0.155 -3.655
C 1.339 0.212 -5.111
C -1.736 -0.172 -3.647
C -2.584 -1.164 -4.487
C 0.691 -3.021 -5.178
C 2.053 -2.898 -5.422
C 2.576 -3.106 -6.729
C 1.734 -3.374 -7.769
C 0.319 -3.420 -7.542
C -0.114 -3.404 -6.266
H -3.476 -5.786 -1.045
H -1.808 -6.190 -1.522
H -2.595 -4.927 -2.338
H -1.481 -5.067 0.544
H -2.538 -3.706 0.129
H 1.573 -4.022 0.541
H 2.161 -3.469 -0.926
H 0.893 -6.256 -0.860
H 2.672 -5.966 -0.596
H 1.792 -5.547 -2.113
H -0.652 -4.801 -3.270
H 2.457 -0.759 -3.424
H 1.775 0.835 -3.082
H 0.372 -0.065 -5.541
H 2.078 -0.179 -5.810
H 1.367 1.277 -5.296
H -1.401 0.650 -4.273
H -2.243 0.196 -2.716
H -1.994 -1.551 -5.345
H -3.510 -0.731 -4.923
H -2.933 -2.061 -3.928
H 2.764 -2.676 -4.608
H 3.633 -2.907 -6.923
H 2.077 -3.554 -8.762
H -0.397 -3.482 -8.402
H -1.189 -3.620 -6.078
O 2.238 2.747 0.805
C 2.183 1.623 0.443
N 2.130 0.430 0.118
C -1.290 9.380 7.393
C -1.199 7.953 6.834
C -2.267 7.342 6.121
C -2.182 6.053 5.634
C -0.989 5.341 5.789
N -0.855 3.992 5.362
C -0.828 3.430 4.099
O -0.492 2.254 4.014
N -1.134 4.282 3.034
C -1.074 3.931 1.670
C -0.903 4.947 0.710
C -0.569 4.461 -0.550
C -0.475 3.113 -0.895
N -0.824 2.204 0.030
C -1.177 2.641 1.250
C 0.084 5.914 6.441
C -0.004 7.200 6.943
H -1.046 9.448 8.455
H -2.255 9.860 7.208
H -0.570 9.974 6.855
H -3.123 7.902 5.842
H -3.073 5.624 5.141
H -0.735 3.304 6.059
H -1.425 5.235 3.287
H -0.929 6.004 0.923
H -0.283 5.185 -1.354
H -0.238 2.754 -1.924
H -1.313 1.935 2.093
H 1.038 5.355 6.572
H 0.864 7.757 7.342
O 3.330 -1.622 -0.684
B 3.313 -0.282 -0.266
O 4.649 0.282 -0.135
C 5.555 -0.842 -0.433
C 6.838 -1.012 -0.011
C 7.376 -2.313 -0.195
C 6.637 -3.371 -0.660
C 5.231 -3.210 -0.951
C 4.773 -1.934 -0.852
H 7.509 -0.266 0.452
H 8.386 -2.512 0.080
H 7.124 -4.340 -0.724
H 4.648 -4.057 -1.194
*
```

The HOMO energy (spin up / spin down) is -4.230 / -5.046 eV. Its total energy is -183776.213 eV. For the orbital gap (spin up / spin down), the calculation gives 0.14035 / 0.17038 Ha.


# 3
Density functional theory data (wB97M-V/def2-TZVPD) for a molecular structure, C35H52EuOP4S at a distorted geometry.

Structure (ORCA input):
```
! RIJCOSX wB97M-V def2-TZVPD def2/J DEFGRID3
* xyz 3 7
Eu -0.210 -0.435 -0.214
P -2.095 1.745 -0.449
P -2.560 -1.911 0.670
P 1.354 1.008 -2.092
H -1.432 -2.581 -2.219
C -0.374 -2.287 -2.297
C 0.587 -2.791 -1.476
H 0.364 -3.545 -0.704
C -3.179 1.821 -1.922
C -3.283 1.921 0.930
C -1.324 3.405 -0.414
C -2.208 -3.711 0.685
C -3.101 -1.603 2.399
C -4.068 -1.761 -0.367
C 2.672 -0.078 -2.751
C 2.289 2.386 -1.321
C 0.495 1.703 -3.557
H -0.138 -1.614 -3.135
H 1.653 -2.534 -1.588
H -3.822 2.713 -1.881
H -3.789 0.908 -1.954
H -2.546 1.843 -2.819
H -3.840 2.863 0.816
H -2.741 1.938 1.884
H -3.976 1.070 0.947
H -2.106 4.179 -0.374
H -0.695 3.547 -1.303
H -0.686 3.487 0.478
H -3.087 -4.296 1.000
H -1.370 -3.904 1.370
H -1.895 -4.020 -0.321
H -4.103 -2.003 2.626
H -3.105 -0.523 2.594
H -2.363 -2.040 3.086
H -4.834 -2.510 -0.115
H -3.764 -1.895 -1.416
H -4.484 -0.749 -0.270
H 3.342 0.442 -3.453
H 2.213 -0.942 -3.252
H 3.252 -0.461 -1.898
H 2.954 2.910 -2.026
H 2.885 1.976 -0.492
H 1.585 3.104 -0.881
H 1.178 2.120 -4.311
H -0.220 2.472 -3.235
H -0.087 0.896 -4.025
C 1.849 -1.056 -7.518
C 1.123 -0.781 -8.693
C 0.962 -1.773 -9.661
C 1.532 -3.040 -9.476
C 2.276 -3.309 -8.319
C 2.442 -2.321 -7.348
S 2.036 0.123 -6.259
H 1.279 1.122 -6.804
H 0.691 0.209 -8.829
H 0.387 -1.557 -10.566
H 1.399 -3.816 -10.232
H 2.729 -4.290 -8.168
H 3.025 -2.511 -6.449
O 0.645 0.300 1.765
P 0.770 0.464 3.287
C 2.339 1.259 3.604
C 3.301 0.713 4.474
C 4.534 1.344 4.631
C 4.831 2.511 3.916
C 3.895 3.028 3.003
C 2.662 2.396 2.838
C -0.626 1.458 3.848
C -1.695 0.913 4.581
C -2.753 1.733 4.985
C -2.766 3.084 4.645
C -1.740 3.616 3.859
C -0.674 2.809 3.461
C 0.677 -1.108 4.138
C 0.654 -2.299 3.390
C 0.547 -3.529 4.039
C 0.519 -3.586 5.440
C 0.559 -2.409 6.189
C 0.619 -1.171 5.544
H 3.087 -0.206 5.023
H 5.288 0.907 5.291
H 5.800 2.990 4.021
H 4.134 3.904 2.399
H 1.956 2.792 2.104
H -1.692 -0.142 4.857
H -3.573 1.301 5.561
H -3.590 3.722 4.964
H -1.762 4.661 3.543
H 0.141 3.236 2.870
H 0.731 -2.256 2.295
H 0.492 -4.446 3.446
H 0.468 -4.550 5.941
H 0.538 -2.450 7.280
H 0.616 -0.253 6.135
*
```

The HOMO energy (spin up / spin down) is -13.601 / -13.601 eV. Its total energy is -106483.520 eV. For the orbital gap (spin up / spin down), the calculation gives 0.10198 / 0.15958 Ha. Its expectation value of S² is 12.03.